Formula: C35H49As2N3OPS2Sn
Source: the Open Molecules 2025 dataset
Level of theory: wB97M-V/def2-TZVPD

Results
- HOMO energy (spin up / spin down) (eV) = -15.17 / -15.19
- calculated total energy (eV) = -202051.3491

Geometry as ORCA input:
```
! wB97M-V def2-TZVPD RIJCOSX def2/J DEFGRID3
* xyz 3 1
Sn 0.1335 0.6088 -0.2365
C 3.0303 2.5376 -0.2068
C 2.3090 2.8786 1.0507
C 2.9266 3.6927 2.0196
C 2.2595 4.0048 3.1727
C 0.9337 3.5555 3.3473
C 0.1749 3.8811 4.4916
C -1.1331 3.4671 4.5989
C -1.7173 2.7201 3.5793
C -0.9936 2.3487 2.4524
S -1.7957 1.3693 1.2620
C 0.3608 2.7714 2.3060
N 1.0751 2.4263 1.2107
H 4.1043 2.6200 -0.0684
H 2.7385 3.2370 -0.9927
H 2.7723 1.5307 -0.5518
H 3.9296 4.0502 1.8512
H 2.7223 4.5913 3.9525
H 0.6309 4.4746 5.2706
H -1.7189 3.7303 5.4647
H -2.7532 2.4258 3.6581
C -2.2625 -4.5130 -0.3750
As -2.4092 -2.6611 0.2781
C -2.9621 -3.0359 2.1248
C -4.1145 -2.0718 -0.5140
C -5.3117 -2.6841 -0.1675
C -6.5080 -2.1871 -0.6625
C -6.5204 -1.0884 -1.5019
C -5.3302 -0.4757 -1.8629
C -4.1323 -0.9999 -1.3919
As -2.4312 -0.3606 -2.1370
C -2.8986 1.1004 -3.3560
C -2.1159 -1.7935 -3.4455
H -3.1024 -5.0990 -0.0040
H -1.3416 -4.9726 -0.0124
H -2.2612 -4.5509 -1.4629
H -3.8389 -3.6827 2.1043
H -3.2120 -2.1084 2.6382
H -2.1778 -3.5513 2.6778
H -5.3280 -3.5306 0.5074
H -7.4383 -2.6416 -0.3523
H -7.4520 -0.7000 -1.8841
H -5.3432 0.3914 -2.5083
H -3.2931 1.9497 -2.7999
H -3.6314 0.7676 -4.0929
H -2.0077 1.4283 -3.8873
H -3.0531 -2.0064 -3.9618
H -1.7690 -2.7022 -2.9561
H -1.3784 -1.4894 -4.1873
C 0.9716 -1.4271 4.0953
S 0.1498 -1.8893 2.5453
C 1.0437 -3.4328 2.1905
O 0.7320 -0.9317 1.5315
H 2.0210 -1.2242 3.9125
H 0.8530 -2.2379 4.8026
H 0.4802 -0.5312 4.4695
H 2.0930 -3.3302 2.4416
H 0.9376 -3.6107 1.1255
H 0.5910 -4.2507 2.7434
C -0.9154 6.1100 -1.6148
C -0.4609 4.7467 -1.9553
C 0.2809 4.2533 -3.0189
C 0.3755 2.8772 -2.8205
N -0.2644 2.5396 -1.6949
N -0.7554 3.6862 -1.1869
C 1.0173 1.8513 -3.6803
H -0.7925 6.7748 -2.4637
H -0.3391 6.5100 -0.7798
H -1.9644 6.0988 -1.3225
H 0.6884 4.8201 -3.8289
H -1.3299 3.6688 -0.3570
H 1.1230 2.2307 -4.6921
H 0.4105 0.9438 -3.6905
H 2.0084 1.5952 -3.3071
C 4.1625 -1.1228 -2.5536
P 2.6906 -1.3290 -1.4712
C 1.8351 -2.7304 -2.2949
C 3.4979 -2.0162 0.0077
C 3.7834 -1.1529 1.0592
C 4.4874 -1.6066 2.1577
C 4.9150 -2.9247 2.2081
C 4.6346 -3.7864 1.1591
C 3.9173 -3.3438 0.0610
H 4.6555 -2.0937 -2.6246
H 4.8589 -0.4123 -2.1134
H 3.8755 -0.7873 -3.5463
H 2.5622 -3.4665 -2.6310
H 1.3050 -2.3582 -3.1689
H 1.1184 -3.1955 -1.6230
H 3.4549 -0.1229 1.0183
H 4.7254 -0.9356 2.9671
H 5.4763 -3.2751 3.0609
H 4.9945 -4.8041 1.1964
H 3.7297 -4.0297 -0.7525
*
```

=====

Formula: C35H49CeCl2N2O2P3
Source: the Open Molecules 2025 dataset
Level of theory: wB97M-V/def2-TZVPD

Results
- energy relative to the best compared isomer or geometry (same formula, charge and spin) (kcal per mole) = 0.00
- HOMO energy (spin up / spin down) (eV) = -13.14 / -13.14
- calculated total energy (eV) = -109995.3702

Geometry as ORCA input:
```
! wB97M-V def2-TZVPD RIJCOSX def2/J DEFGRID3
* xyz 2 1
P 1.0578 0.8422 -2.6886
C 2.8035 1.0843 -3.0546
C 3.4039 0.5301 -4.1995
H 2.8197 -0.1100 -4.8634
C 4.7448 0.8088 -4.4839
H 5.2007 0.3818 -5.3783
C 5.4842 1.6334 -3.6311
H 6.5291 1.8544 -3.8604
C 4.8912 2.1820 -2.4888
H 5.4599 2.8295 -1.8214
C 3.5514 1.9068 -2.1975
H 3.0769 2.3359 -1.3123
C 0.4635 -0.5638 -3.6447
C 1.0402 -1.8263 -3.4063
H 1.8924 -1.9159 -2.7272
C 0.5305 -2.9563 -4.0480
H 0.9627 -3.9363 -3.8343
C -0.5087 -2.8259 -4.9736
H -0.8950 -3.7066 -5.4884
C -1.0426 -1.5647 -5.2536
H -1.8330 -1.4532 -5.9970
C -0.5678 -0.4338 -4.5875
H -0.9732 0.5550 -4.8210
C 0.1645 2.3442 -3.1347
C 0.5200 3.0228 -4.3188
H 1.3126 2.6227 -4.9516
C -0.1350 4.2038 -4.6731
H 0.1459 4.7175 -5.5937
C -1.1412 4.7236 -3.8499
H -1.6515 5.6447 -4.1304
C -1.4857 4.0623 -2.6680
H -2.2675 4.4597 -2.0180
C -0.8316 2.8826 -2.3006
H -1.0808 2.3914 -1.3598
Ce 0.0269 -0.2558 2.0483
C -2.0320 -1.4075 1.3842
C -2.3101 -1.5176 0.0802
H -2.6375 -1.9208 2.1457
C -1.4156 -0.8511 -0.9676
O -2.2762 0.0703 -1.6686
H -1.7607 0.6159 -2.2958
C -0.2250 -0.1447 -0.4135
H -1.0421 -1.6198 -1.6754
C 0.8300 0.4421 -0.9315
Cl -0.5013 -1.9706 3.9666
Cl 2.6678 0.1278 1.9741
P 1.3849 -2.9197 1.4423
C 2.3246 -3.5199 2.9016
H 1.6277 -3.8831 3.6642
H 2.8959 -2.6850 3.3232
H 3.0130 -4.3187 2.5979
C 0.3668 -4.3820 1.0503
H -0.1271 -4.2210 0.0831
H -0.4044 -4.4861 1.8230
H 0.9823 -5.2911 1.0079
C 2.6752 -2.9963 0.1571
H 3.2315 -2.0525 0.1722
H 2.2151 -3.1202 -0.8301
H 3.3604 -3.8302 0.3590
P -3.7897 -2.3318 -0.5836
C -4.4385 -3.4231 0.6761
C -3.3058 -3.2614 -2.0425
H -4.5746 -2.8698 1.6140
H -3.7496 -4.2618 0.8472
H -5.4075 -3.8220 0.3427
H -2.9409 -2.5886 -2.8278
H -4.1730 -3.8179 -2.4221
H -2.5127 -3.9736 -1.7821
C -5.0105 -1.0936 -1.0190
H -5.2111 -0.4620 -0.1458
H -5.9417 -1.5771 -1.3388
H -4.6117 -0.4645 -1.8218
H 1.6750 0.7085 -0.2856
C 1.5046 0.3371 5.4929
N 0.7299 1.5520 5.6620
C 0.5886 2.0601 7.0131
C 0.3942 3.5501 6.9623
C -0.7788 3.9083 6.0918
N -0.7827 3.1274 4.8698
C -1.6629 3.5531 3.8055
C -0.0744 2.0033 4.6785
O -0.1735 1.3905 3.5475
H 1.9098 0.2764 4.4727
H 0.9037 -0.5650 5.6857
H 2.3407 0.3731 6.2011
H -0.2732 1.5940 7.5197
H 1.4975 1.7949 7.5610
H 1.2969 4.0314 6.5795
H 0.2146 3.9275 7.9729
H -0.7443 4.9687 5.8147
H -1.7208 3.7362 6.6354
H -2.4534 2.8175 3.6009
H -2.1303 4.4960 4.1087
H -1.1055 3.7172 2.8746
*
```

=====

Formula: C35H49F5NO23P2S2
Source: the Open Molecules 2025 dataset
Level of theory: wB97M-V/def2-TZVPD

Results
- energy relative to the best compared isomer or geometry (same formula, charge and spin) (kcal per mole) = 22.64
- HOMO energy (eV) = -11.75
- calculated total energy (eV) = -139500.5423

Geometry as ORCA input:
```
! wB97M-V def2-TZVPD RIJCOSX def2/J DEFGRID3
* xyz 1 1
C -3.0309 1.0219 1.8303
C -2.0415 1.0174 1.1434
C -1.0211 1.0713 0.0474
C -0.6370 2.5235 -0.3385
C -1.4045 3.0612 -1.5968
C -2.8092 2.5119 -1.6349
C -3.7572 3.1281 -0.8009
C -5.0858 2.6881 -0.7565
S -6.2828 3.5346 0.2852
O -6.5466 2.8742 1.5340
O -7.4959 3.6377 -0.4924
C -5.7491 5.3222 0.5690
F -5.0157 5.7867 -0.4450
F -6.8808 6.0102 0.5839
C -5.0477 5.4816 1.9566
F -5.9741 5.5906 2.8781
F -4.2660 6.5532 1.9478
F -4.2457 4.4405 2.2019
C -5.4643 1.5681 -1.5519
C -6.8480 0.9185 -1.6106
C -7.4527 0.5754 -0.2223
C -8.2457 -0.7691 -0.2327
S -7.8488 -1.8315 1.1711
O -8.4476 -3.1148 0.9481
O -8.3167 -1.1997 2.3741
O -6.2497 -2.0861 1.1806
C -4.4713 1.0189 -2.3525
N -3.2000 1.4736 -2.4078
P -2.0772 0.6430 -3.5527
P -2.1779 -1.5246 -3.2818
O -1.4092 -2.0602 -4.3995
O -1.5313 -1.8940 -1.8259
O -3.6872 -2.1186 -3.3509
H -3.9313 1.1439 2.4011
H -1.3535 0.4557 -0.7945
H -0.1151 0.5928 0.4504
H -0.8267 3.1724 0.5242
H 0.4403 2.5498 -0.5357
H -1.4797 4.1473 -1.4564
H -0.8317 2.9128 -2.5150
H -3.4642 3.9791 -0.1906
H -6.6824 -0.0515 -2.1085
H -7.5216 1.4924 -2.2585
H -8.1514 1.3472 0.1047
H -6.6344 0.5078 0.5055
H -9.3100 -0.5460 -0.1076
H -8.0691 -1.3134 -1.1658
H -5.8032 -1.2630 1.4347
H -4.7401 0.1733 -2.9821
H -0.7455 0.9424 -3.1740
H -2.2659 -1.9573 -1.1946
H -4.1874 -1.9141 -2.5459
C -8.5047 7.4820 -4.1953
C -8.9143 6.0299 -4.2147
C -8.0388 5.1242 -3.3901
O -8.1987 3.8642 -4.0497
C -8.4874 4.1345 -5.3560
O -8.4919 3.3232 -6.2198
O -8.7595 5.4541 -5.5240
H -9.1855 8.0769 -4.8037
H -8.5158 7.8751 -3.1782
H -7.5069 7.6113 -4.6174
H -9.9652 5.9329 -3.9276
H -8.3544 5.0602 -2.3518
H -6.9802 5.4011 -3.4282
C 1.2327 -4.3948 2.9028
C 0.6861 -3.1697 2.2096
C 0.7256 -3.2389 0.7073
O 0.7863 -1.8443 0.3455
C 1.3908 -1.2030 1.3753
O 1.7756 -0.0721 1.3285
O 1.5001 -2.0045 2.4562
H 1.1638 -4.2830 3.9860
H 0.6771 -5.2870 2.6122
H 2.2813 -4.5390 2.6666
H -0.3251 -2.9549 2.5715
H -0.1615 -3.7129 0.2897
H 1.6164 -3.7326 0.3175
C 6.1818 -1.8970 3.5862
C 5.9498 -2.6319 2.2940
C 5.4985 -1.7538 1.1588
O 4.7645 -2.6868 0.3413
C 4.2863 -3.6436 1.1689
O 3.4720 -4.4628 0.8474
O 4.8318 -3.5565 2.3922
H 6.5112 -2.5874 4.3642
H 6.9446 -1.1271 3.4571
H 5.2605 -1.4318 3.9440
H 6.8523 -3.2136 2.0235
H 6.3281 -1.3186 0.6055
H 4.8168 -0.9567 1.4690
C 9.3769 -7.2075 -0.3110
C 9.8738 -6.0952 0.5787
C 10.1428 -6.5075 2.0025
O 9.9535 -5.2716 2.7077
C 9.0785 -4.5366 1.9884
O 8.5510 -3.5389 2.3799
O 8.8714 -5.0786 0.7661
H 9.2125 -6.8397 -1.3239
H 10.0987 -8.0233 -0.3515
H 8.4210 -7.5940 0.0451
H 10.7517 -5.6199 0.1318
H 11.1504 -6.8888 2.1501
H 9.4231 -7.2362 2.3827
C 11.6835 0.0524 1.3367
C 10.1884 -0.1391 1.2682
C 9.4791 0.8181 0.3446
O 8.1693 0.8727 0.9251
C 8.3137 0.6153 2.2520
O 7.4579 0.7620 3.0641
O 9.5608 0.1626 2.5242
H 12.1290 -0.6767 2.0136
H 12.1359 -0.0670 0.3518
H 11.9327 1.0404 1.7262
H 9.9528 -1.1783 1.0182
H 9.4341 0.4608 -0.6820
H 9.9061 1.8240 0.3573
*
```

=====

Formula: C35H49Ge2N2S2Sr
Source: the Open Molecules 2025 dataset
Level of theory: wB97M-V/def2-TZVPD

Results
- energy relative to the best compared isomer or geometry (same formula, charge and spin) (kcal per mole) = 11.30
- HOMO energy (eV) = -3.10
- calculated total energy (eV) = -175612.0213

Geometry as ORCA input:
```
! wB97M-V def2-TZVPD RIJCOSX def2/J DEFGRID3
* xyz -1 1
Sr 1.9553 0.2548 -0.6846
C -1.7275 1.6371 3.3174
C -1.3524 0.3173 2.6408
C -0.1533 -0.3160 3.2971
C -0.3302 -1.2316 4.3256
C 0.7574 -1.7562 5.0085
C 2.0362 -1.3665 4.6522
C 2.2591 -0.4605 3.6179
C 3.6752 -0.1235 3.2210
C 4.3105 0.9413 4.1133
C 1.1506 0.0716 2.9500
N 1.3459 0.9206 1.8342
C 1.6437 2.1636 2.0174
C 1.9368 3.0742 0.9651
C 2.2886 4.4227 1.1028
C 2.4881 4.9037 -0.1910
C 2.2482 3.8170 -1.0400
N 1.9029 2.7117 -0.3643
H -2.5893 2.1004 2.8344
H -0.8976 2.3450 3.2781
H -1.9715 1.4714 4.3686
H -1.1615 0.4942 1.5796
H -2.1968 -0.3740 2.6996
H -1.3381 -1.5320 4.5916
H 0.6084 -2.4785 5.8012
H 2.8935 -1.7926 5.1624
H 3.7193 0.1963 2.1785
H 4.2689 -1.0391 3.2777
H 3.7718 1.8880 4.0468
H 5.3449 1.1233 3.8198
H 4.3005 0.6297 5.1602
H 1.6689 2.5750 3.0326
H 2.3957 4.9609 2.0330
H 2.7897 5.8966 -0.4848
H 2.3261 3.8022 -2.1191
C 6.6332 -1.6544 -1.3464
C 5.1319 -1.4201 -1.3977
S 4.7011 0.3021 -1.2884
C 4.2836 -2.4580 -1.5255
C 4.7741 -3.8822 -1.6199
S 2.5039 -2.3844 -1.5940
H 7.1471 -0.7027 -1.2341
H 7.0056 -2.1316 -2.2584
H 6.9207 -2.2921 -0.5044
H 5.8611 -3.9619 -1.6202
H 4.3947 -4.3507 -2.5324
H 4.3871 -4.4743 -0.7853
C -1.7069 3.4690 -3.7244
C -0.7416 2.3764 -3.2655
Ge -1.3038 1.5772 -1.5446
C -1.2053 2.9451 -0.1166
C -2.5688 3.5807 0.1425
C -3.1845 0.9770 -1.6515
C -3.2044 -0.3757 -1.6227
Ge -1.2766 -0.9080 -1.5802
C -0.6447 -1.6177 -3.3061
C -1.2111 -3.0022 -3.6226
C -0.6810 -2.0504 -0.0756
C -1.7945 -2.8219 0.6336
C -4.4250 -1.2101 -1.6900
C -5.7078 -0.6529 -1.6866
C -6.8344 -1.4534 -1.7496
C -6.7107 -2.8365 -1.8196
C -5.4479 -3.4051 -1.8250
C -4.3209 -2.5971 -1.7581
H -1.4042 3.8989 -4.6826
H -1.7496 4.2878 -3.0025
H -2.7203 3.0795 -3.8441
H 0.2609 2.7940 -3.1439
H -0.6682 1.5853 -4.0141
H -0.4772 3.6906 -0.4384
H -0.8075 2.5144 0.7994
H -2.9585 4.0881 -0.7434
H -2.5001 4.3234 0.9422
H -3.3133 2.8405 0.4433
H -4.0905 1.5774 -1.7143
H 0.4454 -1.6813 -3.2400
H -0.8872 -0.9067 -4.0984
H -1.0317 -3.7000 -2.8004
H -0.7310 -3.4290 -4.5058
H -2.2858 -2.9681 -3.8123
H -0.1632 -1.4343 0.6670
H 0.0837 -2.7288 -0.4618
H -2.6467 -2.1873 0.8869
H -1.4187 -3.2629 1.5598
H -2.1698 -3.6400 0.0168
H -5.8256 0.4211 -1.6305
H -7.8170 -0.9980 -1.7436
H -7.5934 -3.4615 -1.8682
H -5.3328 -4.4803 -1.8797
H -3.3401 -3.0550 -1.7656
*
```